No. 1
The following is a DFT calculation (the ωB97M-V functional and the def2-TZVPD basis) of a molecular structure, C9H31F3Hf2NO19S3 in a non-equilibrium geometry.

```
68
Properties=species:S:1:pos:R:3:forces:R:3
Hf 3.481737 -0.917726 -2.181204 -5.226 6.402 0.390
Hf 0.114534 3.350333 -2.420020 2.668 -8.197 2.065
S 1.352857 1.561758 -0.369444 -1.116 0.810 0.236
O 1.652867 2.953679 -0.736259 1.476 2.692 -1.150
O 1.287168 1.343768 1.027324 -0.041 -0.044 0.916
O 0.016389 1.591235 -1.021157 -2.773 -0.393 -1.282
O 2.199198 0.573350 -1.019360 1.901 -1.830 -0.913
S 0.487706 0.049722 -3.968972 -4.606 -2.201 -3.562
O -0.435701 -0.812291 -3.287931 0.134 0.294 0.931
O 0.426727 -0.071370 -5.406805 1.074 0.764 1.726
O 0.196994 1.475917 -3.566645 -0.482 4.368 1.092
O 1.845009 -0.236346 -3.434665 5.757 -2.370 2.223
C 4.895136 3.813980 -3.090588 -1.028 -0.037 0.010
F 4.647499 4.052773 -1.814449 0.302 -0.249 0.129
F 4.704235 4.910162 -3.781031 -0.061 0.041 -0.217
F 6.074884 3.313312 -3.309760 0.161 -0.145 0.235
S 3.613619 2.537209 -3.699151 -0.294 -0.257 -3.260
O 3.920441 1.269069 -3.025657 1.420 -2.999 2.144
O 2.250576 2.920207 -3.251149 -1.533 2.071 0.762
O 3.731001 2.413178 -5.124748 0.050 0.647 1.481
C -2.399457 -1.037647 0.622145 0.574 0.593 -0.432
O -2.470775 -2.424141 0.523235 0.380 -0.901 0.393
C -2.261092 -2.998723 -0.762793 -0.660 0.897 -0.084
C -2.714924 -4.474809 -0.712816 -0.228 1.840 1.115
N -3.911826 -4.524226 0.111419 0.560 -1.682 -0.043
C -4.378456 -5.892708 0.454027 0.696 1.855 1.142
C -5.073607 -5.825438 1.832164 -1.157 -0.925 -1.495
O -4.225892 -5.619903 2.922164 0.347 0.262 -0.343
C -4.986644 -5.134033 4.030672 -0.093 -0.419 -0.003
H -3.245028 -0.507910 0.164776 -0.370 -0.295 0.270
H -1.531252 -0.611346 0.096038 0.291 -0.294 0.046
H -2.284200 -0.801962 1.677788 -0.291 0.113 -0.021
H -1.222798 -2.876509 -1.080019 0.101 -0.219 0.032
H -2.869290 -2.362253 -1.414248 -0.083 -0.559 -0.605
H -1.949957 -5.017108 -0.137500 0.239 -0.251 -0.196
H -2.819269 -4.920115 -1.699665 -0.185 -0.062 0.019
H -3.826571 -3.948117 0.947699 -0.020 0.259 -0.245
H -3.461228 -6.483522 0.554963 -0.192 -0.492 -0.239
H -5.016832 -6.222588 -0.364925 -0.083 -0.449 0.232
H -5.625751 -6.767601 1.919490 0.036 -0.114 0.299
H -5.862766 -5.069800 1.740694 0.108 0.322 0.253
H -4.411023 -5.175098 4.951849 0.434 0.255 -0.295
H -5.835975 -5.794965 4.225226 -0.206 0.159 -0.240
H -5.312080 -4.124879 3.773071 -0.198 0.057 0.393
O 3.506467 -1.416457 0.208262 2.276 -0.803 -4.080
H 2.845349 -1.413805 0.968259 -1.432 0.607 1.342
H 4.204923 -2.038556 0.482311 -0.087 0.105 0.103
O 1.997793 -1.047514 2.084763 0.169 0.040 -0.276
H 1.677638 -0.177089 1.766983 -0.112 -0.142 0.360
H 2.533191 -0.850387 2.865287 -0.122 -0.107 0.203
O -2.096952 2.461867 -2.397672 0.691 0.256 0.010
H -2.995052 2.567531 -2.754579 0.185 0.353 -0.127
H -2.010885 1.510627 -2.189691 0.224 0.072 -0.119
O -0.883745 4.145672 -0.360919 0.221 0.551 -0.936
H -0.916083 3.599977 0.442020 0.163 -0.266 -0.279
H -1.150003 5.037054 -0.076317 0.036 -0.029 -0.144
O 0.865833 3.272524 3.744197 -0.051 -0.046 -0.233
H 0.064608 3.645806 3.364875 -0.063 0.034 0.226
H 1.320309 2.858327 3.003282 0.005 -0.025 0.070
C 2.963050 5.032418 1.602427 -0.003 -0.390 -0.722
C 3.612443 3.874364 2.345886 1.035 2.096 0.511
O 5.011258 3.874765 2.062273 0.024 -1.397 -0.883
H 3.700344 5.829954 1.527397 -0.337 0.330 0.287
H 2.023242 5.351467 2.053210 0.114 0.176 0.072
H 2.783030 4.715455 0.571953 -0.110 0.143 -0.067
H 3.168133 2.939982 2.010258 0.368 -0.316 0.374
H 3.532010 4.093619 3.411313 -0.579 -0.718 0.119
H 5.476925 4.655895 2.370471 -0.395 0.158 0.274
```
Forces are in eV/Å.

Results
E_LUMO = -13.1 eV
total charge = +3
maximum force = 8.86 eV Å⁻¹
molar mass = 967.510 g/mol

=====

No. 2
The following is a DFT calculation (the ωB97M-V functional and the def2-TZVPD basis) of a molecular structure, C56H58F3N7O3Pt2 in a non-equilibrium geometry.

```
129
Properties=species:S:1:pos:R:3:forces:R:3
Pt -27.083867 -18.246975 15.909349 0.003 -0.056 -0.533
Pt -23.271473 -19.244966 17.099100 0.314 -1.096 0.087
O -25.068700 -17.991394 16.592473 0.279 0.628 0.848
C -24.562232 -16.670375 16.490208 -0.540 0.209 -2.106
C -23.235495 -16.364987 17.162979 -0.217 -0.376 1.563
O -22.256020 -17.363200 17.082322 -0.240 0.213 -0.652
H -25.346315 -15.943103 16.753123 0.270 0.057 0.565
H -24.411275 -16.449207 15.409504 0.106 -0.169 0.088
H -23.443894 -16.189608 18.239618 -0.005 0.174 -0.097
H -22.903187 -15.411071 16.735464 0.157 -0.044 -0.028
N -23.446418 -19.240311 19.366076 -0.122 0.319 0.002
C -24.570137 -19.608033 19.990265 -0.203 -0.253 -0.238
C -24.752771 -19.488489 21.351743 0.194 0.222 0.066
C -23.688470 -19.038525 22.130089 -0.409 0.192 0.196
C -22.552522 -18.579404 21.496606 0.290 -0.537 -0.436
C -22.478058 -18.708937 20.116595 0.083 0.541 -0.249
H -25.335348 -20.050268 19.361508 -0.073 0.169 0.010
H -25.728293 -19.678807 21.776586 0.114 -0.359 0.106
H -23.781378 -19.010043 23.208883 0.009 0.091 -0.021
H -21.685389 -18.178517 22.001686 -0.134 0.036 0.213
H -21.637462 -18.285956 19.581150 0.045 -0.162 -0.014
N -18.593544 -14.783869 20.686445 0.352 -0.242 0.201
C -18.806921 -14.659547 21.995224 0.136 -0.031 0.409
C -20.020463 -14.918784 22.620828 -0.204 -0.345 -0.496
C -21.078158 -15.296716 21.802886 -0.352 0.405 0.393
C -20.883502 -15.365571 20.441901 0.006 -0.654 -0.477
C -19.604713 -15.190952 19.934227 -0.320 0.589 -0.137
H -17.954833 -14.375128 22.604157 0.030 0.122 -0.141
H -20.148350 -14.866946 23.692144 0.158 0.124 0.026
H -22.066273 -15.484818 22.211455 0.052 0.042 0.072
H -21.689000 -15.618143 19.759409 -0.035 -0.067 0.113
H -19.419539 -15.324738 18.873299 0.105 -0.011 0.020
N -27.829522 -18.468466 17.866883 -0.071 0.167 -0.233
C -28.693070 -19.454181 18.145222 -0.544 -0.215 -0.291
C -29.221215 -19.662548 19.401547 0.399 0.053 0.127
C -28.743749 -18.880669 20.446917 -0.170 -0.066 0.075
C -27.812890 -17.893931 20.172911 -0.064 0.226 -0.039
C -27.448814 -17.663314 18.860461 0.848 -0.171 0.226
H -29.021039 -20.064903 17.313009 0.129 -0.008 0.008
H -29.933957 -20.458575 19.555726 -0.057 0.032 0.017
H -29.108371 -19.033129 21.455018 0.078 -0.045 0.002
H -27.339730 -17.295574 20.940695 -0.249 0.110 0.044
H -26.739364 -16.879271 18.620244 -0.049 -0.029 -0.076
N -21.432519 -20.516381 17.280331 -0.094 0.424 0.645
C -21.364323 -21.824064 17.069308 -0.172 -0.575 -0.642
C -20.178623 -22.538128 17.095998 -0.201 0.286 0.084
C -19.018353 -21.861640 17.440016 0.111 -0.215 -0.296
C -19.093297 -20.510531 17.733816 -0.182 -0.066 0.756
C -20.322722 -19.882231 17.663162 0.214 0.091 0.050
H -22.293584 -22.327007 16.822547 0.009 0.058 -0.004
H -20.192972 -23.592570 16.864060 0.081 -0.029 0.060
H -18.079902 -22.400843 17.461204 0.039 0.110 0.133
H -18.273088 -19.971285 18.187345 0.185 0.050 -0.429
H -20.437092 -18.848518 17.952597 0.110 0.043 -0.251
N -22.984114 -19.631441 14.890964 0.151 0.121 0.267
C -22.204410 -18.758627 14.254004 -0.168 0.539 -0.213
C -21.868595 -18.921925 12.925799 0.431 -0.224 -0.505
C -22.216501 -20.091249 12.266745 -0.116 -0.045 0.162
C -22.965918 -21.032242 12.954124 0.053 -0.040 0.079
C -23.342250 -20.743738 14.253720 -0.515 -0.176 -0.011
H -21.895633 -17.889670 14.827064 -0.033 -0.045 0.013
H -21.293729 -18.191298 12.373564 0.042 0.166 0.282
H -21.895378 -20.260720 11.247457 -0.055 -0.005 -0.010
H -23.248321 -21.981657 12.521105 -0.034 0.045 -0.083
H -24.002680 -21.414378 14.794131 0.134 -0.041 0.050
N -27.869255 -16.182904 15.628232 -0.263 0.027 0.230
C -28.924071 -15.812253 16.367127 0.193 -0.265 0.585
C -29.378374 -14.515785 16.446961 0.228 0.513 0.212
C -28.667433 -13.523409 15.787829 0.297 -0.272 0.267
C -27.545077 -13.902658 15.062103 -0.964 0.436 -0.918
C -27.242077 -15.238396 14.925313 0.446 0.143 0.205
H -29.342982 -16.559256 17.030086 -0.165 -0.141 -0.319
H -30.187177 -14.262141 17.117116 -0.165 -0.120 -0.145
H -28.932117 -12.479165 15.879802 -0.089 -0.013 -0.042
H -27.069292 -13.162840 14.433412 0.386 -0.079 0.228
H -26.423324 -15.535135 14.290418 0.022 -0.056 0.061
N -26.584900 -18.528152 13.840540 -0.269 -0.040 0.330
C -25.780371 -17.791805 13.083448 0.475 0.608 -0.576
C -25.432427 -18.141444 11.795662 -0.609 0.268 -0.762
C -25.991206 -19.267152 11.217607 0.803 -0.907 0.544
C -26.776490 -20.082271 12.022454 -0.286 0.301 -0.281
C -27.093949 -19.642708 13.286181 -0.035 -0.391 0.571
H -25.412497 -16.824649 13.397952 0.083 -0.283 0.666
H -24.851273 -17.450081 11.201151 0.247 -0.093 0.135
H -25.691491 -19.630149 10.242812 -0.178 0.336 -0.162
H -27.175202 -21.018101 11.658954 -0.102 0.032 0.010
H -27.763985 -20.201715 13.927877 0.058 -0.118 -0.119
C -19.067577 -16.091230 15.813655 -0.400 0.315 0.093
O -19.443103 -16.941995 16.881954 0.108 0.074 0.006
H -18.032977 -15.792892 15.958153 0.094 -0.155 -0.126
H -19.206236 -16.566773 14.836506 0.207 -0.107 0.016
H -19.663790 -15.167857 15.802930 0.049 -0.040 0.077
H -20.409694 -16.945200 16.955637 -0.244 -0.106 -0.107
F -25.734955 -11.372482 17.605609 0.030 0.135 -0.054
C -24.517018 -11.576997 18.164839 -0.057 -0.196 0.258
C -23.786778 -12.661546 17.734707 -0.200 -0.742 -0.076
C -22.619764 -12.989620 18.403596 -0.182 0.378 0.186
C -22.186519 -12.179659 19.444349 0.980 -0.428 -0.190
C -22.865551 -11.034826 19.803498 -0.695 -0.185 0.000
C -24.093052 -10.770741 19.197086 0.005 0.515 -0.050
H -24.207374 -13.328964 16.988496 0.054 0.165 -0.124
H -22.054885 -13.878102 18.156930 -0.018 0.017 -0.113
H -21.264484 -12.482176 19.928273 -0.039 0.269 0.165
H -22.504416 -10.389254 20.590752 0.015 -0.019 0.029
H -24.716512 -9.941010 19.506609 0.074 0.021 -0.022
F -28.138726 -13.158446 21.871974 -0.023 0.089 0.001
C -27.121359 -13.991984 21.629491 0.068 -0.431 -0.135
C -26.487859 -13.947892 20.401426 -0.040 0.206 -0.382
C -25.450410 -14.833730 20.137709 -0.358 -0.191 0.432
C -25.081948 -15.760278 21.107971 0.249 -0.023 -0.431
C -25.717706 -15.787867 22.345067 0.368 0.148 -0.319
C -26.760014 -14.910233 22.599305 -0.029 0.042 0.377
H -26.815398 -13.237813 19.650074 0.035 0.077 0.111
H -24.940249 -14.820110 19.183737 -0.006 0.097 -0.023
H -24.292020 -16.457801 20.846330 0.052 0.002 0.297
H -25.342050 -16.446296 23.117903 -0.238 -0.120 0.023
H -27.274716 -14.923625 23.551612 -0.007 0.104 -0.026
F -22.630681 -16.239833 11.090408 -0.085 0.180 -0.250
C -22.909069 -15.282127 11.999646 0.223 0.128 0.498
C -24.064241 -14.543575 11.906106 -0.983 -0.604 -0.364
C -24.418945 -13.707482 12.953958 0.724 0.631 0.096
C -23.529543 -13.507810 14.004026 -0.574 -0.199 0.132
C -22.349227 -14.229903 14.056904 0.493 0.157 0.245
C -22.022953 -15.110860 13.045588 -0.093 -0.602 -0.437
H -24.728536 -14.715083 11.065444 0.048 0.137 -0.017
H -25.304447 -13.086087 12.944450 -0.143 -0.202 -0.334
H -23.821665 -12.809223 14.777397 0.284 -0.009 0.088
H -21.645805 -14.105537 14.871587 -0.088 0.123 0.037
H -21.131159 -15.724745 13.008961 0.142 0.205 0.344
```
Forces are in eV/Å.

Results
E_LUMO (alpha / beta) = -4.7 / -6.4 eV
total charge = +2
maximum force = 2.18 eV Å⁻¹
2S+1 = 5
molar mass = 1324.276 g/mol
expectation value of S² = 6.01

=====

No. 3
The following is a DFT calculation (the ωB97M-V functional and the def2-TZVPD basis) of a molecular structure, C11H23LaP2 in a non-equilibrium geometry.

```
37
Properties=species:S:1:pos:R:3:forces:R:3
C 2.522736 -3.572659 0.466397 -1.983 -0.222 -0.397
C 2.815333 -4.807111 1.106596 -0.467 0.260 -0.480
C 1.729464 -5.713243 0.898869 0.083 1.287 -0.474
C 0.720016 -5.033824 0.150059 0.585 0.533 0.312
C 1.155599 -3.705875 -0.108323 1.771 -0.102 0.794
La 1.538966 -0.099841 -0.012000 5.785 -4.684 -1.853
P 0.844055 1.397775 -2.190821 2.513 -2.224 0.210
H 3.181501 -2.696314 0.330990 -0.117 -0.501 0.165
H 3.740240 -5.008720 1.642586 -0.209 -0.093 -0.152
H 1.697345 -6.753672 1.210011 -0.014 0.249 0.010
H 0.621700 -2.932291 -0.679094 0.088 -0.327 -0.080
H -0.228429 -5.440727 -0.191016 0.187 -0.015 0.150
H -0.155439 0.837604 -3.021938 -0.031 0.207 0.169
H 2.096010 0.690767 -2.615096 0.343 0.174 -1.666
H 0.935896 2.689378 -2.721675 0.145 0.182 -0.098
C -2.559228 2.383534 -1.729564 -0.866 0.044 -0.154
C -1.653147 2.832864 -0.577256 -1.774 1.071 1.110
P -0.341946 1.698107 -0.284130 -1.024 -0.231 0.921
C 0.897007 2.044356 1.008965 -2.337 2.584 0.935
C 0.545699 3.419498 1.604610 0.944 -0.223 0.330
C -0.883194 0.044117 0.284818 -3.499 1.155 0.796
C -2.345268 0.133932 0.786012 0.248 -0.957 0.203
H -2.041798 2.032787 -2.631533 0.144 0.182 0.345
H -3.185302 3.239024 -2.031471 0.174 -0.339 0.100
H -3.250823 1.574240 -1.428171 0.404 0.487 -0.145
H -1.188358 3.794339 -0.824706 0.014 -0.130 0.077
H -2.230140 2.960565 0.358757 -0.227 0.379 -0.492
H 0.814558 1.286569 1.821909 -0.069 0.398 -0.134
H 1.944462 2.099137 0.645378 0.226 0.272 -0.441
H -0.384758 3.364148 2.173532 0.110 0.145 -0.126
H 1.371441 3.686779 2.267692 -0.198 0.366 0.167
H 0.476162 4.175757 0.814376 -0.038 -0.113 0.274
H -0.797204 -0.713114 -0.526436 -0.041 0.025 0.093
H -0.331039 -0.309076 1.203039 -0.647 0.264 -0.429
H -3.059512 0.229623 -0.033463 0.115 -0.060 0.261
H -2.544002 -0.786942 1.339321 -0.356 -0.005 -0.106
H -2.468602 0.958506 1.492775 0.018 -0.039 -0.194
```
Forces are in eV/Å.

Results
E_LUMO (alpha / beta) = -0.5 / -0.8 eV
total charge = 0
maximum force = 7.67 eV Å⁻¹
molar mass = 356.159 g/mol